Entry 1:
Here is C15H20O4 in the gas phase from OMol25. Energies are from ωB97M-V/def2-TZVPD.

The geometry in ORCA input format:
```
! RIJCOSX wB97M-V def2-TZVPD def2/J DEFGRID3
* xyz 0 1
C -1.6403 -0.9129 -1.9954
C -1.5220 -2.2337 -1.2460
C -1.6679 -2.0915 0.2690
C -3.0890 -1.7281 0.7170
C -3.4373 -0.2733 0.5097
O -4.3905 0.1336 -0.0981
O -2.5610 0.5173 1.1494
C -2.7080 1.9234 1.0075
C -1.6696 2.5434 0.0671
O -1.9721 3.4933 -0.6186
C -0.3256 1.9455 0.0516
C 0.1909 1.1919 1.1034
C 1.4658 0.6633 1.0372
C 2.2564 0.8722 -0.0927
O 3.5089 0.4008 -0.2624
C 4.1196 -0.3531 0.7696
C 5.5261 -0.7045 0.3120
C 1.7426 1.6340 -1.1500
C 0.4805 2.1675 -1.0723
H -2.6302 -0.4822 -1.8769
H -1.4679 -1.0684 -3.0580
H -0.9036 -0.1996 -1.6309
H -0.5415 -2.6695 -1.4545
H -2.2776 -2.9306 -1.6159
H -1.4036 -3.0453 0.7316
H -0.9707 -1.3350 0.6338
H -3.1834 -1.9243 1.7876
H -3.8249 -2.3319 0.1850
H -2.5920 2.3681 2.0018
H -3.7061 2.1559 0.6203
H -0.3948 1.0272 1.9936
H 1.8381 0.0915 1.8729
H 3.5410 -1.2675 0.9594
H 4.1584 0.2390 1.6940
H 6.0913 0.2035 0.1208
H 6.0303 -1.2840 1.0798
H 5.4843 -1.2855 -0.6050
H 2.3658 1.7903 -2.0160
H 0.0799 2.7589 -1.8816
*
```

As for the energy relative to the best compared isomer or geometry (same formula, charge and spin): 0.0344 eV. Its HOMO-LUMO gap is 0.3405 Ha. Its SMILES is CCCCC(=O)OCC(=O)c1ccc(OCC)cc1. The LUMO energy is 0.38 eV.

In the Löwdin picture, each atom carries the following charge in e: -0.080 -0.246 -0.197 -0.083 -0.502 0.115 -0.019 -0.069 -0.324 0.109 -0.170 -0.023 -0.004 -0.260 -0.040 -0.258 -0.063 0.013 -0.012 0.069 0.076 0.061 0.104 0.107 0.110 0.096 0.127 0.127 0.145 0.135 0.119 0.106 0.126 0.126 0.079 0.077 0.078 0.121 0.124

Entry 2:
Here is a molecular structure, C38H42MoN2O2P2SSi2 in a non-equilibrium geometry from OMol25. Energies are from ωB97M-V/def2-TZVPD.

The geometry in ORCA input format:
```
! RIJCOSX wB97M-V def2-TZVPD def2/J DEFGRID3
* xyz 0 3
Mo 0.7087 -0.9713 -0.3604
C -0.7890 -1.9844 -4.0559
Si -1.0203 -0.2304 -3.4172
C 0.1924 0.9564 -4.2045
C -2.7569 0.2790 -3.9196
N -0.7899 -0.0902 -1.6756
P -1.8995 -0.3173 -0.5058
C -1.0216 -0.5944 0.9208
P -0.1033 0.6499 1.6284
N 1.1952 0.7352 0.6138
Si 2.8780 1.2220 0.8971
C 3.7033 1.3398 -0.7716
C 3.7552 -0.0005 2.0199
C 2.8937 2.9139 1.7055
C 0.4656 0.1565 3.2686
C 0.6378 -1.2003 3.5218
C 1.2283 -1.6161 4.7021
C 1.6379 -0.6830 5.6420
C 1.4544 0.6709 5.4025
C 0.8741 1.0898 4.2163
C -0.8284 2.2837 1.8368
C -0.5065 3.2996 0.9464
C -1.0795 4.5530 1.0865
C -1.9919 4.7854 2.1021
C -2.3372 3.7646 2.9796
C -1.7554 2.5175 2.8492
C -2.8554 -1.8125 -0.8960
C -2.2223 -3.0426 -0.7560
C -2.8611 -4.2128 -1.1247
C -4.1553 -4.1669 -1.6296
C -4.7997 -2.9477 -1.7554
C -4.1519 -1.7767 -1.3897
C -3.1311 0.9895 -0.3597
C -4.1490 0.8356 0.5794
C -5.0709 1.8455 0.7714
C -4.9734 3.0246 0.0406
C -3.9469 3.1932 -0.8720
C -3.0237 2.1767 -1.0682
H 0.1073 -2.0714 -4.6615
H -0.7071 -2.7256 -3.2599
H -1.6430 -2.2595 -4.6691
H 0.2625 0.7965 -5.2761
H -0.1091 1.9882 -4.0382
H 1.1834 0.8214 -3.7837
H -2.7957 0.1507 -4.9997
H -3.5224 -0.3681 -3.4985
H -3.0231 1.3091 -3.7022
H 3.5677 0.4349 -1.3604
H 3.2966 2.1675 -1.3473
H 4.7687 1.5011 -0.6502
H 3.2155 -0.9446 2.1167
H 4.7494 -0.2265 1.6391
H 3.8645 0.4039 3.0242
H 2.3629 3.6624 1.1196
H 2.4704 2.9020 2.7059
H 3.9279 3.2399 1.7958
H 0.3110 -1.9288 2.7842
H 1.3719 -2.6706 4.8808
H 2.0974 -1.0108 6.5631
H 1.7634 1.4017 6.1356
H 0.7379 2.1485 4.0376
H 0.1973 3.1028 0.1443
H -0.8189 5.3436 0.3970
H -2.4407 5.7619 2.2106
H -3.0551 3.9434 3.7672
H -2.0187 1.7248 3.5377
H -1.2170 -3.1118 -0.3234
H -2.3513 -5.1572 -1.0101
H -4.6582 -5.0792 -1.9153
H -5.8072 -2.9024 -2.1393
H -4.6711 -0.8328 -1.5004
H -4.2159 -0.0768 1.1595
H -5.8636 1.7196 1.4950
H -5.6943 3.8148 0.1943
H -3.8565 4.1172 -1.4244
H -2.2004 2.3163 -1.7572
O 2.9421 -3.9353 1.4088
C 2.8066 -3.1629 0.4804
O 1.7637 -2.3104 0.4825
C 3.7541 -3.0246 -0.6524
C 5.0165 -3.5831 -0.4309
C 6.0214 -3.4750 -1.3682
C 5.7580 -2.7995 -2.5561
C 4.5108 -2.2594 -2.7923
C 3.4771 -2.3600 -1.8533
S 1.9372 -1.6882 -2.3763
H 5.1818 -4.0957 0.5068
H 6.9960 -3.9046 -1.1823
H 6.5306 -2.6957 -3.3049
H 4.3134 -1.7470 -3.7220
*
```

Its HOMO-LUMO gap (spin up / spin down) is 0.2485 / 0.2867 Ha. The LUMO energy (spin up / spin down) is -0.43 / 0.03 eV.

In the Löwdin picture, each atom carries the following charge in e: 1.368 -0.213 0.330 -0.181 -0.165 -0.379 0.634 -0.495 0.685 -0.381 0.389 -0.165 -0.146 -0.164 -0.295 -0.083 -0.063 -0.075 -0.077 -0.099 -0.297 -0.095 -0.076 -0.076 -0.071 -0.083 -0.291 -0.098 -0.071 -0.077 -0.074 -0.099 -0.303 -0.092 -0.075 -0.078 -0.074 -0.094 0.010 0.000 0.027 0.031 0.024 -0.004 0.035 0.012 0.017 -0.013 0.033 0.034 0.013 0.035 0.030 0.022 0.014 0.036 0.094 0.110 0.104 0.104 0.098 0.102 0.107 0.104 0.106 0.118 0.094 0.107 0.103 0.104 0.102 0.118 0.105 0.103 0.107 0.098 0.093 -0.525 -0.318 -0.160 -0.021 -0.079 -0.080 -0.133 -0.583 0.646 0.118 0.101 0.103 0.095

Entry 3:
Here is C9H12 in the gas phase in a non-equilibrium geometry from OMol25. Energies are from ωB97M-V/def2-TZVPD.

The geometry in ORCA input format:
```
! RIJCOSX wB97M-V def2-TZVPD def2/J DEFGRID3
* xyz 0 1
C -4.9800 0.0621 0.0940
C -3.5448 0.0790 -0.0323
C -2.3542 -0.0213 -0.0002
C -0.9716 -0.0081 -0.0645
C 0.1992 -0.0422 -0.0025
C 1.6318 -0.0606 -0.0585
C 2.0095 0.2526 1.3630
C 2.2223 1.0760 -1.0050
C 2.1143 -1.4656 -0.4256
H -5.4888 0.1997 -0.8547
H -5.1838 0.9718 0.7106
H -5.3469 -0.7868 0.5912
H 1.7133 -0.4505 1.9951
H 3.1219 0.3585 1.4795
H 1.4812 1.1339 1.5903
H 1.4298 1.1732 -1.8953
H 3.3344 0.8457 -1.3044
H 2.0262 2.0543 -0.6118
H 1.8377 -1.6468 -1.5132
H 1.6065 -2.2866 0.1594
H 3.1421 -1.4384 -0.2151
*
```

As for the energy relative to the best compared isomer or geometry (same formula, charge and spin): 3.4570 eV. Its HOMO-LUMO gap is 0.3575 Ha. Its SMILES is CC#CC#CC(C)(C)C. The LUMO energy is 0.90 eV.

In the Löwdin picture, each atom carries the following charge in e: -0.098 -0.085 -0.039 -0.009 -0.031 -0.624 -0.063 -0.032 -0.048 0.078 0.098 0.060 0.039 0.116 0.078 0.119 0.117 0.052 0.110 0.108 0.055